1.
The following is a DFT calculation (ωB97M-V with the def2-TZVPD basis set) of a cluster of 2 separate species, C5H8O2 in total.

Each line ends with the natural charge from an NBO analysis.
Positions of all 15 atoms, in Å:
C (-1.31, 1.01, -0.19)  -0.30
C (-0.07, 0.57, -0.03)  -0.15
C (1.25, 0.61, -0.80)  -0.44
C (1.96, -0.06, 0.42)  -0.51
C (0.60, -0.13, 1.12)  0.57
O (0.21, -0.58, 2.17)  -0.51
H (-2.06, 0.89, 0.59)  0.22
H (-1.62, 1.53, -1.10)  0.21
H (1.27, 0.00, -1.71)  0.22
H (1.59, 1.62, -1.04)  0.22
H (2.68, 0.59, 0.94)  0.24
H (2.43, -1.03, 0.24)  0.24
O (-2.61, -1.78, -0.45)  -0.94
H (-2.61, -1.76, 0.52)  0.47
H (-1.72, -1.47, -0.68)  0.47

Summary:
Net charge: 0
ΔE to the lowest compared entry with this formula, charge and spin in kcal per mole: 38.7
HOMO-LUMO gap in eV: 9.80
E_LUMO in eV: -0.10
Strongest force on any atom in eV/Å: 0.62

=====

2.
The following is a DFT calculation (ωB97M-V with the def2-TZVPD basis set) of the molecule C2HO3P at a distorted geometry.

Each line ends with the natural charge from an NBO analysis.
Positions of all 7 atoms, in Å:
O (-5.71, 0.49, -0.04)  -0.99
P (-4.65, -0.48, -0.10)  1.55
O (-3.27, 0.41, 0.20)  -0.78
C (-2.02, 0.08, 0.28)  0.16
C (-0.90, -0.33, 0.13)  0.21
O (0.35, -0.69, 0.20)  -0.65
H (0.94, 0.02, -0.05)  0.50

Summary:
Net charge: 0
ΔE to the lowest compared entry with this formula, charge and spin in kcal per mole: 0.0
HOMO-LUMO gap in eV: 8.66
E_LUMO in eV: -0.59
Strongest force on any atom in eV/Å: 1.68

=====

3.
The following is a DFT calculation (ωB97M-V with the def2-TZVPD basis set) of a structure of composition C16H15BF4N6OS3Tc at a distorted geometry.

Each line ends with the natural charge from an NBO analysis.
Positions of all 47 atoms, in Å:
Tc (1.32, -0.31, -0.39)  0.92
N (5.21, 1.71, -0.43)  -0.77
C (3.96, 1.24, -0.39)  0.26
S (3.65, -0.45, -0.35)  -0.01
N (2.98, 2.13, -0.35)  -0.37
N (1.77, 1.57, -0.38)  -0.14
C (0.73, 2.52, -0.08)  -0.19
C (0.07, 2.20, 1.25)  -0.16
C (-0.70, 3.21, 1.82)  -0.17
C (-1.31, 3.06, 3.05)  -0.25
C (-1.14, 1.87, 3.74)  -0.20
C (-0.38, 0.85, 3.20)  -0.22
C (0.23, 0.98, 1.94)  0.31
O (0.92, -0.08, 1.51)  -0.65
H (5.99, 1.07, -0.47)  0.41
H (5.37, 2.70, -0.47)  0.41
H (1.17, 3.51, -0.03)  0.25
H (-0.82, 4.14, 1.27)  0.22
H (-1.91, 3.86, 3.46)  0.22
H (-1.60, 1.73, 4.71)  0.21
H (-0.23, -0.08, 3.72)  0.21
C (-4.56, 1.54, -1.16)  -0.75
S (-3.22, 2.73, -1.32)  0.35
C (-1.82, 1.72, -1.06)  -0.04
S (-0.39, 2.63, -1.53)  0.28
N (-2.00, 0.54, -0.63)  -0.37
N (-0.93, -0.35, -0.51)  -0.24
C (-1.38, -1.53, -0.29)  0.16
C (-0.49, -2.67, -0.11)  0.17
C (-0.99, -3.95, 0.04)  -0.20
C (-0.09, -5.00, 0.16)  -0.14
C (1.26, -4.73, 0.13)  -0.23
C (1.68, -3.42, -0.02)  0.10
N (0.82, -2.41, -0.13)  -0.43
H (-5.47, 2.08, -1.41)  0.23
H (-4.62, 1.16, -0.15)  0.23
H (-4.41, 0.72, -1.86)  0.24
H (-2.46, -1.68, -0.25)  0.21
H (-2.06, -4.11, 0.05)  0.23
H (-0.45, -6.01, 0.28)  0.23
H (2.00, -5.52, 0.21)  0.23
H (2.73, -3.16, -0.05)  0.22
F (1.34, -0.75, -2.43)  -0.51
B (0.26, -1.23, -3.41)  1.37
F (-0.19, -2.44, -2.89)  -0.56
F (0.88, -1.35, -4.61)  -0.53
F (-0.73, -0.26, -3.38)  -0.55

Summary:
Net charge: 0
ΔE to the lowest compared entry with this formula, charge and spin in kcal per mole: 0.0
Expectation value of S²: 0.815
HOMO-LUMO gap (spin up / spin down) in eV: 6.27 / 6.32
E_LUMO (spin up / spin down) in eV: -1.40 / -1.36
2S+1: 2
Strongest force on any atom in eV/Å: 1.21

=====

4.
The following is a DFT calculation (ωB97M-V with the def2-TZVPD basis set) of a structure of composition CH2N2O2 at a distorted geometry.

Each line ends with the natural charge from an NBO analysis.
Positions of all 7 atoms, in Å:
C (-0.03, 0.55, 1.14)  0.85
N (0.66, -0.35, 0.62)  -0.47
N (0.50, 0.17, -0.68)  -0.15
O (-0.70, 1.52, 1.28)  -0.44
O (-0.69, -0.54, -1.18)  -0.67
H (1.25, -1.11, 0.90)  0.41
H (-1.00, -0.25, -2.08)  0.48

Summary:
Net charge: 0
ΔE to the lowest compared entry with this formula, charge and spin in kcal per mole: 143.9
HOMO-LUMO gap (spin up / spin down) in eV: 8.33 / 8.33
E_LUMO (spin up / spin down) in eV: 0.27 / 0.27
Strongest force on any atom in eV/Å: 4.87

=====

5.
The following is a DFT calculation (ωB97M-V with the def2-TZVPD basis set) of a cluster of 2 separate species, C3H12N2O2 in total at a distorted geometry.

Each line ends with the natural charge from an NBO analysis.
Positions of all 19 atoms, in Å:
N (0.25, -0.09, 2.32)  -0.84
C (-0.74, -0.96, 1.67)  -0.23
C (-1.35, -0.17, 0.55)  -0.22
N (-0.42, 0.43, -0.37)  -0.69
C (-0.78, 0.61, -1.75)  0.12
O (0.31, 0.92, -2.58)  -0.70
H (1.00, -0.62, 2.74)  0.37
H (-0.22, 0.37, 3.09)  0.35
H (-1.60, -1.31, 2.25)  0.18
H (-0.26, -1.84, 1.24)  0.20
H (-1.87, -0.87, -0.13)  0.18
H (-2.22, 0.46, 0.80)  0.16
H (0.18, 1.14, 0.04)  0.39
H (-1.32, -0.25, -2.15)  0.17
H (-1.55, 1.42, -1.79)  0.11
H (0.75, 1.68, -2.20)  0.47
O (2.34, -0.73, 0.19)  -0.96
H (2.79, -1.27, -0.47)  0.46
H (1.44, -0.71, -0.17)  0.48

Summary:
Net charge: 0
ΔE to the lowest compared entry with this formula, charge and spin in kcal per mole: 36.0
HOMO-LUMO gap in eV: 9.68
E_LUMO in eV: 0.95
Strongest force on any atom in eV/Å: 3.21

=====

6.
The following is a DFT calculation (ωB97M-V with the def2-TZVPD basis set) of a cluster of 2 separate species, C4H8O3 in total at a distorted geometry.

Each line ends with the natural charge from an NBO analysis.
Positions of all 15 atoms, in Å:
C (-2.68, -1.27, -0.05)  -0.27
O (-2.52, 0.02, 0.53)  -0.50
C (-1.62, 0.86, -0.02)  0.66
O (-0.90, 0.54, -0.92)  -0.61
H (-1.78, -1.86, 0.14)  0.20
H (-2.84, -1.20, -1.13)  0.20
H (-3.57, -1.71, 0.39)  0.20
H (-1.76, 1.87, 0.40)  0.14
C (3.42, 0.02, 0.42)  -0.50
C (2.16, 0.36, 0.21)  0.14
O (1.82, 1.17, -0.87)  -0.72
H (3.76, -0.30, 1.38)  0.20
H (4.18, 0.23, -0.31)  0.20
H (1.41, 0.21, 0.98)  0.16
H (0.91, 1.06, -1.16)  0.50

Summary:
Net charge: 0
ΔE to the lowest compared entry with this formula, charge and spin in kcal per mole: 47.1
HOMO-LUMO gap in eV: 9.53
E_LUMO in eV: 0.74
Strongest force on any atom in eV/Å: 1.55

=====

7.
The following is a DFT calculation (ωB97M-V with the def2-TZVPD basis set) of a structure of composition C38H33AsF6N4O6SY at a distorted geometry.

Each line ends with the Mulliken charge.
Positions of all 90 atoms, in Å:
Y (0.25, 0.19, -0.15)  0.57
O (-1.39, 1.58, -1.09)  1.24
C (-2.53, 1.53, -1.65)  -0.10
C (-3.20, 2.74, -2.01)  -0.37
C (-4.44, 2.74, -2.60)  -0.74
C (-5.10, 1.55, -2.91)  -0.97
C (-4.47, 0.36, -2.60)  -0.75
C (-3.22, 0.32, -1.98)  0.90
C (-2.65, -0.99, -1.72)  -1.14
N (-1.61, -1.26, -1.06)  1.13
C (-1.21, -2.66, -0.98)  -0.86
C (0.10, -2.81, -1.74)  -1.26
N (1.10, -1.92, -1.17)  0.96
C (2.32, -2.21, -1.37)  -0.73
C (3.50, -1.49, -0.93)  1.08
C (4.72, -1.89, -1.50)  -0.74
C (5.91, -1.26, -1.18)  -0.76
C (5.87, -0.21, -0.26)  -0.37
C (4.70, 0.19, 0.33)  -0.70
C (3.45, -0.44, 0.03)  0.33
O (2.37, -0.06, 0.59)  -0.86
H (-2.69, 3.66, -1.77)  0.67
H (-4.91, 3.69, -2.84)  0.41
H (-6.08, 1.55, -3.38)  0.38
H (-4.95, -0.58, -2.85)  0.34
H (-3.23, -1.82, -2.16)  -0.01
H (-1.97, -3.32, -1.41)  0.64
H (-1.06, -2.92, 0.07)  -0.10
H (-0.06, -2.52, -2.79)  0.30
H (0.44, -3.86, -1.70)  0.55
H (2.55, -3.11, -1.96)  0.15
H (4.70, -2.69, -2.22)  0.29
H (6.83, -1.57, -1.65)  0.36
H (6.79, 0.31, 0.00)  0.36
H (4.67, 1.01, 1.04)  0.43
C (0.04, 5.84, -6.44)  -1.49
C (0.38, 4.58, -5.69)  1.17
C (1.46, 3.79, -6.08)  -0.75
C (1.78, 2.63, -5.39)  -0.44
C (1.02, 2.24, -4.30)  -0.95
C (-0.06, 3.02, -3.89)  0.48
C (-0.37, 4.18, -4.59)  -0.99
S (1.34, 0.74, -3.38)  1.49
O (2.49, 0.14, -4.04)  -0.89
O (0.11, -0.05, -3.47)  -0.65
N (1.49, 1.18, -1.91)  0.50
C (2.22, 2.37, -1.50)  -0.47
C (1.50, 3.09, -0.34)  0.41
O (1.67, 4.30, -0.21)  -0.86
O (0.81, 2.35, 0.44)  -0.43
H (-0.12, 5.65, -7.50)  0.35
H (0.84, 6.58, -6.36)  0.31
H (-0.87, 6.30, -6.04)  0.34
H (2.06, 4.09, -6.93)  0.35
H (2.62, 2.02, -5.69)  0.53
H (-0.62, 2.72, -3.02)  -0.13
H (-1.21, 4.78, -4.26)  0.32
H (2.33, 3.08, -2.33)  0.39
H (3.23, 2.13, -1.17)  0.18
F (0.47, -1.92, 1.66)  -0.70
As (0.12, -2.83, 3.13)  2.29
F (-0.27, -1.34, 3.94)  -0.48
F (-1.55, -2.96, 2.62)  -0.46
F (0.46, -4.30, 2.27)  -0.51
F (-0.26, -3.75, 4.57)  -0.54
F (1.77, -2.70, 3.62)  -0.51
N (-1.51, 0.39, 1.45)  -0.98
C (-2.59, 0.78, 1.93)  0.15
C (-3.39, -0.22, 2.71)  -0.10
C (-3.53, -0.10, 4.09)  0.01
C (-4.25, -1.05, 4.78)  -0.71
C (-4.84, -2.11, 4.11)  -0.38
C (-4.70, -2.23, 2.73)  -0.71
C (-3.96, -1.29, 2.03)  -0.16
C (-3.06, 2.18, 1.72)  0.98
C (-4.42, 2.45, 1.77)  -0.38
C (-4.87, 3.74, 1.54)  -0.82
C (-3.96, 4.75, 1.29)  -0.37
C (-2.60, 4.48, 1.24)  -0.68
C (-2.14, 3.19, 1.45)  -0.43
H (-3.05, 0.72, 4.60)  0.46
H (-4.34, -0.98, 5.86)  0.37
H (-5.40, -2.86, 4.66)  0.35
H (-5.13, -3.07, 2.21)  0.38
H (-3.81, -1.38, 0.96)  0.45
H (-5.12, 1.65, 1.97)  0.47
H (-5.94, 3.95, 1.56)  0.38
H (-4.31, 5.76, 1.11)  0.37
H (-1.88, 5.26, 1.03)  0.49
H (-1.07, 2.99, 1.38)  0.35

Summary:
Net charge: -2
ΔE to the lowest compared entry with this formula, charge and spin in kcal per mole: 21.7
Expectation value of S²: 0.762
HOMO-LUMO gap (spin up / spin down) in eV: 6.78 / 6.04
E_LUMO (spin up / spin down) in eV: 4.18 / 3.44
2S+1: 2
Strongest force on any atom in eV/Å: 1.14

=====

8.
The following is a DFT calculation (ωB97M-V with the def2-TZVPD basis set) of the ion C6H12N4O2 with charge +2 at a distorted geometry.

Each line ends with the natural charge from an NBO analysis.
Positions of all 24 atoms, in Å:
C (-1.34, 1.59, -2.34)  0.43
C (0.91, 1.05, -2.78)  0.12
C (0.12, 0.88, -0.56)  0.18
C (1.06, 0.55, -1.49)  0.12
C (0.20, -0.74, 1.35)  0.42
C (-0.48, -0.98, 2.64)  -0.33
N (-0.29, 1.50, -3.18)  -0.49
N (1.09, -1.42, 0.75)  -0.67
N (-0.15, 0.41, 0.70)  -0.61
N (-0.06, -2.29, 3.22)  -0.66
O (2.25, 0.07, -1.13)  -0.62
O (-2.36, 2.39, -2.51)  -0.60
H (-1.72, 0.60, -2.14)  0.21
H (1.78, 1.04, -3.40)  0.27
H (-1.61, -0.79, 2.66)  0.30
H (-0.07, -0.11, 3.25)  0.27
H (-0.30, 2.01, -4.04)  0.45
H (1.32, -2.39, 1.02)  0.37
H (2.16, -0.27, -0.28)  0.50
H (-0.39, 1.16, 1.35)  0.42
H (-0.13, -2.24, 4.17)  0.46
H (0.91, -2.39, 2.77)  0.46
H (-0.69, -2.97, 2.74)  0.47
H (-2.22, 3.35, -2.78)  0.53

Summary:
Net charge: +2
ΔE to the lowest compared entry with this formula, charge and spin in kcal per mole: 78.3
HOMO-LUMO gap (spin up / spin down) in eV: 7.80 / 7.80
E_LUMO (spin up / spin down) in eV: -7.78 / -7.78
Strongest force on any atom in eV/Å: 5.92

=====

9.
The following is a DFT calculation (ωB97M-V with the def2-TZVPD basis set) of a structure of composition C3H2Br2N2 at a distorted geometry.

Each line ends with the natural charge from an NBO analysis.
Positions of all 9 atoms, in Å:
C (-0.27, -0.20, -1.73)  0.17
C (0.14, 0.00, -0.38)  0.09
C (-0.48, 0.06, 0.90)  -0.35
N (-0.57, -0.47, -2.82)  -0.20
N (2.04, 0.07, -0.35)  -0.34
Br (-1.44, 1.90, 0.82)  0.01
Br (-1.84, -1.33, 1.12)  0.07
H (-0.01, -0.03, 1.86)  0.26
H (2.43, -0.01, 0.59)  0.28

Summary:
Net charge: 0
ΔE to the lowest compared entry with this formula, charge and spin in kcal per mole: 0.0
Expectation value of S²: 2.020
HOMO-LUMO gap (spin up / spin down) in eV: 8.54 / 7.80
E_LUMO (spin up / spin down) in eV: -0.89 / -2.91
2S+1: 3
Strongest force on any atom in eV/Å: 5.18

=====

Which of these has the lowest net charge? C38H33AsF6N4O6SY